Entry 1:
DFT (the ωB97M-V functional and the def2-TZVPD basis) results for a structure of composition C38H59BBrFeN13O6.

Each line ends with the Löwdin charge.
Atoms and positions in Å:
1 Fe -0.64 0.33 -0.48  1.225
2 C -0.56 -0.60 4.63  0.010
3 C -1.12 0.20 3.49  -0.244
4 C -2.21 1.04 3.42  0.039
5 C -2.16 1.63 2.13  -0.243
6 N -1.12 1.12 1.49  0.036
7 N -0.41 0.30 2.33  0.038
8 B 1.11 0.54 2.38  -0.488
9 N 1.94 -0.74 2.23  0.012
10 N 1.41 -1.94 1.96  0.136
11 C 2.38 -2.86 2.16  -0.252
12 C 3.54 -2.24 2.60  0.019
13 C 3.22 -0.91 2.63  -0.324
14 C 3.99 0.23 3.18  -0.054
15 C 2.01 -4.30 1.94  -0.544
16 C 1.51 -4.46 0.51  -0.044
17 C 3.12 -5.33 2.20  -0.054
18 C 0.85 -4.63 2.89  -0.055
19 N 1.47 1.67 1.29  0.036
20 N 1.22 1.60 -0.05  0.077
21 C 1.96 2.55 -0.66  -0.199
22 C 2.69 3.25 0.31  0.043
23 C 2.33 2.68 1.52  -0.283
24 C 2.45 3.20 2.91  -0.026
25 C 2.04 2.77 -2.16  -0.495
26 C 1.08 3.85 -2.76  -0.026
27 C 1.85 1.45 -2.90  -0.037
28 C 3.45 3.25 -2.52  -0.055
29 C -2.93 2.83 1.68  -0.534
30 C -2.70 3.94 2.70  -0.031
31 C -2.38 3.31 0.34  -0.058
32 C -4.44 2.68 1.55  -0.026
33 H -1.36 -0.94 5.26  0.075
34 H 0.01 -1.47 4.27  0.083
35 H 0.10 -0.07 5.30  0.085
36 H -2.88 1.28 4.22  0.121
37 H 1.33 1.08 3.41  0.115
38 H 4.45 -2.72 2.91  0.115
39 H 5.03 -0.06 3.43  0.090
40 H 4.00 1.05 2.46  0.054
41 H 3.53 0.61 4.06  0.064
42 H 2.28 -4.26 -0.21  0.077
43 H 1.16 -5.48 0.35  0.088
44 H 0.68 -3.75 0.34  0.058
45 H 4.00 -5.21 1.56  0.091
46 H 3.50 -5.29 3.25  0.098
47 H 2.73 -6.32 2.06  0.074
48 H 0.04 -3.89 2.68  0.071
49 H 0.45 -5.65 2.77  0.087
50 H 1.18 -4.49 3.91  0.081
51 H 3.37 4.11 0.20  0.129
52 H 2.97 4.15 2.97  0.084
53 H 1.42 3.41 3.26  0.098
54 H 2.93 2.57 3.65  0.057
55 H 0.03 3.62 -2.66  0.041
56 H 1.25 4.84 -2.33  0.084
57 H 1.29 4.00 -3.82  0.088
58 H 0.90 0.98 -2.73  0.039
59 H 1.95 1.59 -3.99  0.102
60 H 2.64 0.77 -2.59  0.078
61 H 3.71 4.23 -2.20  0.072
62 H 4.18 2.51 -2.18  0.097
63 H 3.52 3.20 -3.61  0.090
64 H -1.64 4.15 2.83  0.096
65 H -3.14 4.84 2.29  0.088
66 H -3.15 3.68 3.65  0.084
67 H -1.30 3.51 0.46  0.099
68 H -2.55 2.60 -0.46  0.029
69 H -2.82 4.27 0.06  0.093
70 H -4.91 2.48 2.51  0.091
71 H -4.85 3.65 1.30  0.086
72 H -4.70 1.95 0.79  0.060
73 N -5.25 -0.41 -0.69  0.182
74 C -4.07 -0.26 -0.05  -0.666
75 N -4.03 -0.86 1.19  0.190
76 O -3.12 0.35 -0.53  -0.018
77 H -6.05 -0.84 -0.25  0.108
78 H -5.28 -0.21 -1.70  0.136
79 H -4.88 -1.04 1.71  0.123
80 H -3.24 -0.63 1.82  0.095
81 C -2.76 3.71 -3.39  0.009
82 N -2.46 2.37 -3.90  -0.004
83 C -3.04 2.04 -5.11  -0.022
84 C -3.08 0.78 -5.62  0.014
85 C -2.41 -0.24 -4.88  -0.348
86 N -1.88 0.10 -3.74  0.216
87 C -1.87 1.30 -3.20  -0.426
88 O -1.30 1.51 -2.08  -0.103
89 N -2.16 -1.47 -5.36  0.206
90 H -3.70 4.10 -3.83  0.106
91 H -2.00 4.42 -3.64  0.085
92 H -2.91 3.64 -2.31  0.081
93 H -3.47 2.85 -5.71  0.145
94 H -3.51 0.59 -6.58  0.110
95 H -2.53 -1.79 -6.23  0.110
96 H -1.71 -2.14 -4.77  0.108
97 Br 5.92 -0.46 0.37  0.800
98 C 4.78 -1.32 -0.91  -0.615
99 C 5.35 -2.02 -1.96  -0.150
100 N 4.61 -2.56 -2.93  0.097
101 C 3.29 -2.40 -2.84  -0.077
102 C 2.65 -1.75 -1.80  -0.125
103 C 3.45 -1.14 -0.83  -0.059
104 C 1.19 -1.64 -1.93  -0.530
105 O 0.51 -2.30 -2.69  0.088
106 O 0.60 -0.81 -1.07  -0.159
107 H 6.42 -2.19 -1.93  0.103
108 H 2.69 -2.85 -3.61  0.123
109 H 3.12 -0.56 0.03  0.096
110 N -2.80 -4.81 -0.60  0.024
111 C -2.23 -4.01 0.46  -0.123
112 C -2.02 -2.57 -0.03  -0.504
113 O -1.43 -1.71 0.57  0.034
114 O -2.62 -2.35 -1.20  0.089
115 H -2.15 -5.54 -0.88  0.104
116 H -2.97 -3.24 -1.48  0.110
117 H -3.70 -5.22 -0.46  0.086
118 H -1.29 -4.37 0.89  0.101
119 H -2.94 -3.97 1.29  0.134

The value obtained for the LUMO energy (spin up / spin down) is -2.187 / -3.922 eV. For the relative energy (zero: lowest compared OMol25 entry of this formula, charge and spin), the calculation gives 0.0 kcal/mol. Its multiplicity is 6. Its charge is +1.

---

Entry 2:
DFT (the ωB97M-V functional and the def2-TZVPD basis) results for a cluster of 5 separate species, C38H60F15NO13 in total.

Each line ends with the Löwdin charge.
Atoms and positions in Å:
1 C -3.23 -0.71 0.14  0.024
2 C -2.44 -1.73 -0.47  -0.068
3 C -3.04 -3.16 -0.84  -0.352
4 C -4.18 -3.40 0.30  -0.166
5 O -3.63 -3.40 1.63  -0.181
6 C -4.73 -3.03 2.51  -0.195
7 C -4.61 -3.70 3.96  -0.166
8 C -3.10 -4.15 4.32  -0.186
9 C -2.97 -5.73 4.11  -0.190
10 C -1.77 -6.19 3.17  -0.291
11 N -0.44 -6.21 3.84  -0.019
12 C -2.00 -4.38 -0.57  -0.020
13 C -0.59 -3.90 -0.02  -0.226
14 O -0.66 -3.52 1.38  -0.042
15 C 0.45 -5.15 -0.05  -0.381
16 F 1.19 -4.99 -1.26  0.044
17 F 1.38 -5.03 0.98  0.101
18 F -0.18 -6.39 -0.11  0.079
19 O -3.76 -3.26 -2.07  -0.073
20 C -3.20 -2.64 -3.22  -0.282
21 C -1.64 -2.85 -3.48  -0.069
22 C -1.49 -4.32 -4.13  -0.204
23 O -1.93 -4.61 -5.25  0.025
24 C -3.70 -1.11 -3.47  -0.114
25 C -2.57 -0.01 -3.36  -0.220
26 C -3.11 1.43 -2.85  -0.188
27 C -1.86 2.42 -2.56  -0.157
28 C -0.97 1.96 -1.33  -0.236
29 O 0.00 2.94 -0.90  -0.174
30 C 1.27 2.26 -0.68  -0.267
31 C 2.24 3.19 0.21  -0.083
32 H -2.74 -0.01 0.89  0.080
33 H -4.31 -0.53 -0.13  0.084
34 H -1.37 -1.40 -0.70  0.106
35 H -4.58 -4.46 0.09  0.150
36 H -5.05 -2.70 0.13  0.128
37 H -5.75 -3.35 2.09  0.125
38 H -4.78 -1.88 2.61  0.128
39 H -4.99 -3.02 4.79  0.111
40 H -5.33 -4.59 3.96  0.105
41 H -2.95 -3.94 5.43  0.106
42 H -2.32 -3.54 3.76  0.104
43 H -2.87 -6.20 5.16  0.114
44 H -3.92 -6.19 3.67  0.104
45 H -1.74 -5.54 2.23  0.075
46 H -2.03 -7.25 2.81  0.114
47 H 0.21 -6.72 3.23  0.057
48 H -0.07 -5.24 3.88  0.065
49 H -1.81 -5.00 -1.50  0.115
50 H -2.41 -5.11 0.21  0.127
51 H -0.08 -3.09 -0.63  0.141
52 H -0.35 -2.59 1.38  0.109
53 H -3.69 -3.19 -4.11  0.150
54 H -0.98 -2.71 -2.58  0.092
55 H -1.22 -2.15 -4.29  0.137
56 H -0.90 -5.07 -3.50  0.117
57 H -4.34 -1.03 -4.42  0.128
58 H -4.44 -0.92 -2.61  0.111
59 H -2.19 0.19 -4.42  0.122
60 H -1.69 -0.26 -2.69  0.075
61 H -3.65 1.21 -1.86  0.088
62 H -3.81 1.90 -3.62  0.120
63 H -2.19 3.49 -2.40  0.108
64 H -1.22 2.36 -3.51  0.120
65 H -0.37 1.05 -1.69  0.103
66 H -1.63 1.56 -0.48  0.115
67 H 1.15 1.29 -0.10  0.112
68 H 1.81 2.01 -1.65  0.125
69 H 2.98 2.58 0.82  0.077
70 H 2.79 3.91 -0.48  0.062
71 H 1.55 3.80 0.89  0.087
72 C 7.83 5.47 -0.84  -0.055
73 C 7.31 4.76 0.39  -0.199
74 O 6.59 5.67 1.24  0.018
75 C 5.32 5.95 0.87  -0.370
76 O 4.79 5.49 -0.11  0.158
77 C 4.67 6.88 1.87  -0.520
78 F 5.46 7.92 2.21  0.150
79 F 4.36 6.25 3.02  0.160
80 F 3.52 7.41 1.42  0.167
81 H 8.43 6.34 -0.56  0.081
82 H 8.44 4.80 -1.44  0.085
83 H 7.02 5.84 -1.46  0.078
84 H 8.14 4.38 0.98  0.126
85 H 6.68 3.90 0.12  0.126
86 C -4.68 8.77 -2.13  -0.062
87 C -4.01 7.52 -1.58  -0.203
88 O -4.98 6.51 -1.27  0.024
89 C -5.43 5.79 -2.31  -0.378
90 O -5.08 5.95 -3.45  0.166
91 C -6.42 4.73 -1.84  -0.524
92 F -7.33 5.22 -0.98  0.158
93 F -5.79 3.72 -1.21  0.154
94 F -7.11 4.18 -2.85  0.162
95 H -5.45 9.12 -1.45  0.084
96 H -3.95 9.56 -2.29  0.083
97 H -5.18 8.56 -3.09  0.077
98 H -3.51 7.77 -0.64  0.126
99 H -3.25 7.14 -2.26  0.127
100 C 8.67 7.62 3.89  -0.056
101 C 8.53 8.98 3.21  -0.203
102 O 9.81 9.64 3.15  0.027
103 C 10.63 9.24 2.16  -0.375
104 O 10.36 8.37 1.37  0.160
105 C 11.92 10.05 2.17  -0.523
106 F 12.44 10.17 3.41  0.158
107 F 11.72 11.30 1.71  0.161
108 F 12.87 9.51 1.40  0.162
109 H 9.13 7.73 4.87  0.084
110 H 7.69 7.16 4.01  0.076
111 H 9.30 6.95 3.31  0.076
112 H 7.88 9.62 3.81  0.129
113 H 8.09 8.89 2.22  0.118
114 C 0.00 -9.16 -1.33  -0.057
115 C -1.46 -9.23 -0.96  -0.203
116 O -1.99 -10.55 -1.20  0.026
117 C -1.71 -11.47 -0.26  -0.376
118 O -1.06 -11.26 0.73  0.169
119 C -2.36 -12.81 -0.62  -0.523
120 F -2.16 -13.14 -1.90  0.157
121 F -3.69 -12.78 -0.42  0.159
122 F -1.89 -13.82 0.12  0.162
123 H 0.15 -9.48 -2.36  0.087
124 H 0.38 -8.14 -1.22  0.055
125 H 0.61 -9.82 -0.70  0.082
126 H -2.04 -8.55 -1.58  0.126
127 H -1.63 -8.94 0.08  0.120

The value obtained for the LUMO energy is 0.010 eV. The structure (SMILES) is C=C[C@](COCCCCCN)(C[C@@H](O)C(F)(F)F)O[C@H](CC=O)CCCCCOCC.CCOC(=O)C(F)(F)F.CCOC(=O)C(F)(F)F.CCOC(=O)C(F)(F)F.CCOC(=O)C(F)(F)F. Its charge is 0.

---

Entry 3:
DFT (the ωB97M-V functional and the def2-TZVPD basis) results for a cluster of 7 separate species, C38H61NO24 in total.

Each line ends with the Löwdin charge.
Atoms and positions in Å:
1 C -1.34 -5.83 -5.15  0.033
2 C -0.16 -5.66 -4.62  -0.073
3 C 0.52 -4.33 -4.64  -0.548
4 O 1.14 -3.95 -5.57  0.139
5 O 0.35 -3.66 -3.51  0.025
6 C 0.93 -2.35 -3.50  -0.154
7 C 0.95 -1.83 -2.06  -0.140
8 C -0.19 -0.82 -1.81  -0.187
9 C 0.16 0.27 -0.76  -0.155
10 C -0.41 1.63 -1.26  -0.137
11 C 0.61 2.78 -1.41  -0.142
12 N 1.24 2.86 -2.73  -0.057
13 O 2.28 3.81 -2.60  -0.103
14 C 2.76 4.23 -3.87  -0.147
15 C 2.69 5.77 -4.03  -0.166
16 O 1.53 6.10 -4.79  -0.160
17 C 0.34 6.08 -4.02  -0.260
18 C -0.78 5.43 -4.85  -0.059
19 C 1.87 1.62 -3.10  -0.575
20 O 2.82 1.14 -2.60  0.179
21 O 1.25 0.97 -4.10  0.140
22 H -1.69 -5.27 -6.01  0.082
23 H -1.98 -6.60 -4.76  0.051
24 H 0.34 -6.51 -4.17  0.114
25 H 1.96 -2.35 -3.86  0.129
26 H 0.36 -1.70 -4.17  0.122
27 H 1.91 -1.32 -1.90  0.101
28 H 0.89 -2.66 -1.36  0.106
29 H -1.11 -1.31 -1.47  0.103
30 H -0.41 -0.38 -2.78  0.077
31 H -0.17 0.01 0.24  0.095
32 H 1.25 0.38 -0.74  0.076
33 H -0.96 1.56 -2.20  0.102
34 H -1.13 1.97 -0.51  0.113
35 H 1.32 2.77 -0.60  0.109
36 H 0.05 3.71 -1.28  0.122
37 H 3.81 3.94 -3.94  0.127
38 H 2.19 3.82 -4.70  0.133
39 H 3.53 6.08 -4.64  0.123
40 H 2.68 6.24 -3.04  0.129
41 H 0.48 5.55 -3.08  0.097
42 H 0.00 7.09 -3.77  0.115
43 H -1.63 6.09 -5.00  0.065
44 H -0.36 5.20 -5.83  0.075
45 H -1.11 4.48 -4.41  0.056
46 H 0.65 1.63 -4.49  0.130
47 C 4.20 0.04 3.51  0.004
48 C 2.98 0.28 2.66  -0.302
49 C 3.26 1.05 1.39  -0.067
50 O 2.00 1.71 1.16  0.015
51 C 1.40 1.85 2.36  -0.545
52 O 0.42 2.52 2.55  0.139
53 O 2.04 1.14 3.32  0.103
54 H 3.96 -0.62 4.34  0.071
55 H 5.01 -0.42 2.93  0.106
56 H 4.56 0.98 3.94  0.062
57 H 2.48 -0.67 2.44  0.135
58 H 3.51 0.40 0.55  0.142
59 H 4.03 1.81 1.50  0.129
60 C -1.91 2.64 4.32  -0.030
61 C -2.58 2.00 5.51  -0.329
62 C -1.64 1.26 6.42  -0.094
63 O -2.50 0.26 6.99  0.060
64 C -3.49 0.02 6.09  -0.562
65 O -4.26 -0.88 6.15  0.160
66 O -3.48 0.96 5.10  0.083
67 H -2.62 3.26 3.76  0.089
68 H -1.07 3.27 4.62  0.090
69 H -1.54 1.88 3.63  0.071
70 H -3.16 2.75 6.06  0.157
71 H -1.23 1.89 7.20  0.140
72 H -0.83 0.77 5.89  0.138
73 C -5.43 -6.43 0.13  -0.017
74 C -4.74 -7.00 -1.08  -0.329
75 C -3.67 -6.12 -1.66  -0.087
76 O -3.68 -6.49 -3.05  0.036
77 C -4.93 -6.94 -3.33  -0.554
78 O -5.34 -7.15 -4.42  0.166
79 O -5.65 -7.11 -2.19  0.087
80 H -6.11 -7.16 0.57  0.085
81 H -4.70 -6.14 0.89  0.092
82 H -6.03 -5.56 -0.13  0.093
83 H -4.36 -8.00 -0.86  0.158
84 H -2.69 -6.31 -1.22  0.141
85 H -3.89 -5.05 -1.58  0.130
86 C -5.72 -1.15 -3.81  -0.018
87 C -5.35 -0.91 -2.37  -0.325
88 C -4.11 -0.06 -2.19  -0.098
89 O -3.61 -0.53 -0.93  0.049
90 C -4.03 -1.81 -0.78  -0.563
91 O -3.63 -2.54 0.06  0.152
92 O -4.96 -2.13 -1.72  0.083
93 H -6.69 -1.66 -3.87  0.088
94 H -5.80 -0.22 -4.36  0.092
95 H -4.99 -1.80 -4.30  0.094
96 H -6.20 -0.48 -1.83  0.161
97 H -4.32 1.00 -2.14  0.141
98 H -3.35 -0.24 -2.96  0.136
99 C -0.33 -2.52 1.87  -0.005
100 C 0.48 -3.28 2.89  -0.318
101 C -0.15 -3.36 4.26  -0.085
102 O 1.00 -3.46 5.11  0.074
103 C 2.04 -2.87 4.47  -0.542
104 O 3.09 -2.62 4.97  0.164
105 O 1.72 -2.61 3.18  0.055
106 H 0.13 -2.61 0.88  0.073
107 H -1.35 -2.90 1.81  0.091
108 H -0.36 -1.46 2.12  0.086
109 H 0.72 -4.28 2.51  0.160
110 H -0.79 -4.22 4.38  0.142
111 H -0.70 -2.45 4.53  0.140
112 C 6.50 6.24 3.83  -0.021
113 C 6.61 4.73 3.83  -0.331
114 C 5.46 4.03 3.16  -0.095
115 O 5.42 2.77 3.84  0.009
116 C 5.96 2.97 5.08  -0.544
117 O 5.91 2.19 5.97  0.184
118 O 6.54 4.20 5.16  0.091
119 H 7.41 6.68 4.22  0.087
120 H 6.33 6.62 2.83  0.091
121 H 5.69 6.56 4.48  0.094
122 H 7.56 4.42 3.39  0.160
123 H 5.62 3.88 2.09  0.137
124 H 4.50 4.53 3.31  0.144

The value obtained for the LUMO energy is 0.090 eV. The structure (SMILES) is C=CC(=O)OCCCCCCN(OCCOCC)C(=O)O.C[C@@H]1COC(=O)O1.C[C@@H]1COC(=O)O1.C[C@@H]1COC(=O)O1.C[C@@H]1COC(=O)O1.C[C@@H]1COC(=O)O1.C[C@@H]1COC(=O)O1. Its charge is 0.

---

Summary of E_tot in eV
-177126.29227 -109243.08041 -91023.72515
(order as listed above)